No. 1
# C74H146Cl6N8O8

A cluster of 10 separate species, C74H146Cl6N8O8 in total in a non-equilibrium geometry (ωB97M-V with the def2-TZVPD basis set, the Open Molecules 2025 dataset).

Computed properties:
E: -6707.4143 Ha
HOMO energy (spin up / spin down): -8.717 / -9.547 eV
2S+1: 9
E_LUMO (spin up / spin down): -0.3 / -0.5 eV

Positions of all 242 atoms, in Å:
H: 7.961 4.115 0.424
H: 4.765 3.676 -3.431
H: -2.600 4.097 -7.284
H: -6.178 3.584 5.588
H: 3.986 3.405 -5.014
C: -0.446 -0.448 0.810
H: -7.185 2.223 5.845
H: 4.780 -5.894 -1.048
C: 3.366 1.913 0.925
H: 2.979 1.535 -4.041
H: 8.749 3.148 1.616
C: -1.270 -1.724 0.497
H: -2.493 -0.025 -3.411
H: -7.514 0.825 3.338
C: -9.827 4.534 2.144
H: 6.386 0.823 0.390
H: 5.822 0.703 2.058
H: 4.892 1.973 3.673
O: -2.055 -5.700 9.561
H: 0.791 -1.510 2.272
H: -1.213 -6.286 5.746
C: -6.621 4.258 1.453
H: -0.547 -1.179 4.052
H: -1.663 0.714 -4.822
C: 4.283 -6.838 -1.273
H: 4.254 -7.384 -0.330
H: -2.155 -6.936 7.019
H: 6.704 4.293 2.812
C: 6.534 1.203 1.401
H: 7.512 0.810 1.679
C: -2.488 0.080 -4.496
C: 4.000 -0.258 -3.171
H: 4.093 -4.004 4.351
H: 4.937 -7.449 -1.896
H: 2.113 -8.241 -0.727
C: -0.367 -3.600 10.737
C: 2.856 -6.566 -1.889
H: 1.083 -5.643 -1.162
C: -2.989 -2.384 -7.448
C: -2.387 -1.236 -5.147
H: -0.990 0.384 -1.119
H: -0.946 -3.186 -7.185
H: -1.675 -3.738 -8.656
C: -1.018 6.073 -5.806
H: -1.844 6.494 -6.380
H: 7.084 2.805 3.581
C: 5.047 3.035 3.486
O: 7.547 1.985 -4.460
H: 4.095 1.634 -6.443
O: 0.831 3.472 -5.242
H: -2.169 -1.794 10.164
H: 5.138 -4.398 -2.513
C: -3.962 -3.281 -5.178
H: 3.915 -0.932 -4.023
H: 4.596 0.140 -5.880
H: 1.072 -7.807 -2.081
H: -3.744 1.077 2.254
C: 4.901 3.277 -4.437
H: 4.744 -3.057 -3.676
C: -6.197 3.442 2.733
H: 0.525 -0.591 -1.179
C: -1.417 2.376 7.983
H: -4.779 -3.888 -4.787
H: 3.040 3.320 3.142
C: 3.138 -4.556 -3.446
C: -2.337 -2.526 9.374
H: 0.539 -4.203 10.676
H: -0.211 -1.476 -4.812
C: -3.184 0.807 3.149
C: -0.097 0.071 -0.577
C: 7.670 -0.193 -2.367
H: 1.651 -4.839 -5.118
H: -2.601 -3.165 1.432
H: 2.427 1.738 1.450
H: -8.399 1.835 2.263
H: -0.502 -6.678 7.428
H: 5.646 3.920 -4.906
N: 6.418 1.363 -3.824
C: -1.531 4.385 -2.405
H: 5.417 -1.496 -2.056
C: -0.308 -2.629 6.950
C: -2.792 -1.506 2.500
C: 0.913 -0.889 1.384
H: -0.851 6.741 -4.961
H: -0.608 -2.438 0.007
H: 0.290 3.360 -1.284
C: 6.746 -1.125 -4.397
C: -1.897 -3.496 -7.617
C: -2.717 4.651 -4.591
C: 0.774 5.503 -2.864
H: -1.130 -2.092 -3.538
H: -2.733 1.678 3.624
H: -3.272 -2.532 -3.508
N: -1.331 -4.730 8.755
C: -8.623 5.126 2.897
H: -0.526 0.464 4.196
H: 0.412 1.017 -0.394
H: 2.044 4.170 0.680
H: -3.759 -1.399 2.009
N: 2.838 -5.971 -3.249
C: 3.934 3.683 2.634
C: 4.896 1.187 -5.854
C: -2.602 5.214 -3.148
H: 0.966 -3.033 8.592
H: -1.116 -2.931 2.368
H: -1.835 -0.415 5.004
H: 1.385 -3.721 -2.593
H: 0.486 -4.505 6.402
C: -1.586 -4.809 7.228
C: -7.464 5.425 1.925
C: -4.189 -3.060 -6.693
H: -2.976 -3.222 6.662
N: -1.304 0.409 1.667
C: -3.520 -2.032 -4.444
H: 8.589 0.069 -2.891
C: -8.009 1.794 3.280
Cl: -0.196 3.667 8.122
C: -9.101 6.538 3.334
H: -2.043 -1.463 -0.226
C: -3.523 -2.106 -8.858
H: 3.287 -4.384 -5.549
O: -1.544 -0.433 -7.343
C: 7.953 3.122 0.871
H: 7.789 -1.216 -2.011
H: 3.038 4.046 -0.700
C: 6.407 3.245 2.848
H: -0.129 6.106 -6.436
H: 3.696 -3.958 -0.591
H: 3.936 1.804 -2.641
H: -7.782 5.862 0.979
H: 5.729 1.267 -6.553
C: 5.293 -0.492 -2.462
C: 2.681 -4.126 -0.953
H: -2.932 -1.868 3.519
Cl: -2.077 2.405 6.307
C: -1.092 -3.407 9.351
H: 1.499 3.107 -2.495
H: -0.052 -1.586 8.960
O: -0.970 1.800 1.599
H: -3.213 -3.045 9.761
Cl: -0.631 0.857 8.277
H: 4.126 4.744 2.790
H: -8.925 1.666 3.857
C: -1.862 -2.429 1.752
H: 2.607 -8.653 -2.421
N: -8.151 4.324 4.014
C: 2.482 -4.192 -4.839
H: 2.245 -3.129 -4.893
H: 2.035 -3.551 -0.290
H: -5.830 4.648 0.812
C: -0.017 -2.572 8.495
C: 3.072 4.325 0.353
H: -2.818 -1.642 -9.548
H: -0.959 -3.014 -5.056
H: 2.248 -5.803 0.098
H: 1.761 5.414 -3.319
H: 0.425 6.478 -3.205
H: -3.994 -2.936 -9.385
H: -5.096 -2.507 -6.936
O: -9.059 4.224 5.169
H: 5.210 -4.671 -4.109
N: -2.584 -1.185 -6.630
H: -0.841 3.604 -7.208
C: 5.112 1.710 -4.437
H: -4.389 -1.431 -4.176
O: 5.529 3.285 -0.888
H: 7.514 -0.827 -5.110
H: 0.411 -2.161 6.277
C: -7.304 3.092 3.764
N: 5.396 3.391 0.619
H: -3.128 3.645 -4.682
H: -6.796 6.117 2.438
C: 4.594 -4.103 -3.410
C: -1.316 -6.266 6.831
C: 2.151 -5.559 -0.960
C: -1.773 3.752 -6.662
H: 1.269 0.006 1.895
H: -2.013 2.714 -6.432
H: 1.617 -1.277 0.649
H: 5.027 3.464 4.487
H: -3.093 -4.754 5.713
H: -0.610 -4.050 5.374
H: -4.469 -4.025 -7.115
H: -9.561 3.661 1.548
H: 5.291 0.116 -1.557
H: -1.468 4.920 -1.457
C: -6.568 2.700 5.084
H: 4.063 1.136 1.239
C: 2.457 -3.696 -2.397
H: -10.046 6.293 3.819
H: 5.854 -1.371 -4.974
H: 3.391 5.360 0.479
H: 7.624 0.408 -1.459
H: -2.232 -4.431 -7.168
Cl: 4.449 -2.690 2.309
H: -8.402 6.903 4.087
C: -1.133 -2.027 -4.626
H: -3.096 -3.943 -5.171
Cl: 2.306 -2.457 4.370
N: -0.400 3.865 -4.568
H: -0.182 -2.634 11.208
O: 3.296 -6.831 -4.294
H: -10.329 5.172 1.417
C: 3.952 3.268 1.137
H: -3.407 5.364 -5.042
H: -2.542 6.302 -3.131
C: 0.421 3.161 -2.347
C: -2.918 -4.310 6.693
H: 2.687 -2.634 -2.480
H: 7.108 -2.037 -3.922
H: 0.945 5.604 -1.792
C: 3.455 -3.594 3.568
H: -5.324 3.911 3.187
H: -5.791 2.006 4.762
H: 3.095 -0.543 -2.634
C: -1.359 4.574 -5.387
H: -7.203 3.548 0.865
C: 6.537 2.693 1.376
H: -3.435 0.521 -4.809
C: -0.209 4.264 -3.127
H: -2.059 3.460 -2.175
H: -1.166 -2.018 6.672
H: -2.572 -2.047 8.423
H: -3.818 0.342 3.905
C: -1.248 -0.346 4.088
H: 0.203 2.114 -2.559
H: -10.579 4.109 2.808
C: -0.487 -4.017 6.456
H: -1.098 -4.091 11.379
C: -2.042 -0.164 2.819
H: -2.188 2.533 8.738
H: -3.760 -4.582 7.329
C: 3.920 1.243 -3.575
H: 3.184 1.843 -0.147
H: -3.575 5.032 -2.691
C: 2.110 -7.932 -1.772
Cl: 2.701 -5.040 2.769
H: 8.395 2.464 0.123
H: -5.731 2.570 2.273
H: -4.295 -1.337 -8.844
C: 6.539 -0.039 -3.374
H: -9.395 7.355 2.675

No. 2
# C74H160N8O10

A cluster of 10 separate species, C74H160N8O10 in total in a non-equilibrium geometry (ωB97M-V with the def2-TZVPD basis set, the Open Molecules 2025 dataset).

Computed properties:
SMILES string: CC1(C)CCCC(C)(C)N1O.CC1(C)CCCC(C)(C)N1O.CC1(C)CCCC(C)(C)N1O.CC1(C)CCCC(C)(C)N1O.CC1(C)CCCC(C)(C)N1O.CC1(C)CCCC(C)(C)N1O.CC1(C)CCCC(C)(C)N1O.CC1(C)CCCC(C)(C)N1O.CO.CO
E: -4105.5182 Ha
Energy above the lowest of the compared OMol25 structures with the same formula, charge and spin: 343.26 kJ/mol
HOMO energy: -8.332 eV
2S+1: 1
E_LUMO: 0.4 eV

Positions of all 252 atoms, in Å:
H: -3.506 -5.650 -2.890
C: -1.959 -6.433 -0.739
H: 0.365 -7.302 -4.422
H: -1.782 4.327 7.150
H: -1.710 6.056 2.028
H: 3.879 2.358 2.593
C: 0.533 0.645 -4.263
H: -5.369 2.065 1.068
H: 2.938 2.209 -4.090
C: -2.985 -0.511 4.437
H: 1.076 0.923 2.255
H: 2.246 3.181 -0.786
H: -6.216 -3.153 -4.300
C: 4.506 2.246 -2.242
H: 1.434 2.608 -6.669
H: 3.731 0.221 -4.794
C: 1.089 4.680 6.525
H: -1.631 0.786 -4.751
H: -5.846 -4.810 0.468
O: 6.343 -3.956 0.787
H: -5.452 5.464 0.058
H: -3.030 6.506 0.854
H: -2.917 0.115 0.911
C: 3.678 3.424 0.765
H: 4.244 6.125 -1.411
H: -0.962 3.818 4.846
H: 2.798 0.004 4.840
H: -1.923 -4.235 -4.524
C: -0.145 -5.251 -3.857
H: 3.231 2.498 -6.430
H: -3.378 -7.387 -3.051
H: 0.442 -3.426 5.466
C: 2.569 4.684 6.847
H: 1.685 5.179 4.579
H: -8.154 -2.424 -0.536
H: -8.054 -0.068 -1.198
H: -1.351 1.310 6.004
H: -7.499 -1.508 0.708
C: -5.482 4.577 0.705
C: 5.391 4.434 -1.477
H: 0.597 -2.439 3.137
H: -3.955 -0.548 -3.299
H: 3.669 -4.840 -3.656
H: -0.967 1.558 2.885
C: 2.420 2.784 0.204
C: -0.938 -7.943 -2.359
H: -4.176 1.910 -0.820
C: -1.566 -6.562 -2.243
C: 1.760 0.345 4.889
C: -2.363 -6.299 -4.579
C: 3.688 -2.718 -0.131
C: -2.816 -6.460 -3.156
C: -2.425 5.689 1.291
N: -5.793 -3.084 -1.720
H: -3.661 1.909 1.746
H: 3.233 5.513 6.437
H: -7.225 -3.964 1.205
H: 2.138 -2.301 4.056
H: -6.151 3.869 0.183
H: 3.488 -5.160 0.415
H: -7.660 -1.604 -2.956
H: -0.377 3.065 6.623
H: 1.983 -0.720 -8.085
C: -1.152 -2.049 5.007
H: -4.496 -0.490 -1.612
H: 7.394 -6.086 -1.148
H: -3.617 -0.945 5.227
O: -4.504 2.790 -1.007
O: -1.691 1.705 0.798
C: -6.618 -4.103 0.290
H: -2.569 -5.528 -0.635
C: 1.989 0.371 -7.789
H: -1.073 2.913 -1.245
H: -1.273 -8.536 -1.531
H: 1.289 -3.633 -3.233
H: -1.519 -3.904 -1.692
H: 5.362 -0.833 -1.080
H: 4.228 -6.593 -2.179
C: 0.760 2.155 -4.161
N: -0.716 -5.404 -2.494
H: 2.578 4.756 7.935
C: 5.321 -5.470 -0.678
H: -6.429 -0.277 -3.233
H: -2.467 2.220 0.428
H: 5.554 -2.976 -3.050
C: 3.634 3.373 2.273
H: 4.310 4.095 2.662
H: 4.941 2.397 -3.223
C: 2.089 2.604 -4.685
O: 4.794 1.345 0.603
H: 1.682 -6.445 -3.729
H: 2.596 -0.126 2.539
H: 2.872 0.865 -8.232
N: -0.570 -0.076 3.758
H: -4.243 5.019 -2.039
H: -1.973 -7.235 -4.973
O: -1.950 -3.191 -1.160
H: -1.192 0.694 -2.956
H: 3.195 -1.266 -5.716
H: -4.997 -1.849 -4.666
H: -0.248 -3.029 -3.981
H: 2.908 3.701 6.558
C: -7.113 -0.620 -1.110
H: 6.275 4.941 -0.980
H: 5.495 1.285 1.301
H: 3.999 -2.405 -2.757
H: -1.560 -2.480 4.090
H: -3.279 -6.169 -5.182
C: -5.348 -2.621 -4.001
C: 4.086 5.062 -1.187
C: 1.494 -0.071 2.448
C: -6.761 -1.088 -2.542
H: -1.718 -2.402 5.886
C: 0.479 3.407 7.202
C: -0.970 5.967 4.860
H: 0.121 -7.955 -2.220
N: 0.775 0.261 -5.628
H: -0.280 -3.611 -0.091
H: -2.062 5.971 4.624
H: -2.760 5.831 -2.513
H: -1.203 -0.760 -4.016
H: 6.723 1.261 -0.857
H: -2.109 -0.059 6.789
H: 1.099 -3.735 -4.891
O: -0.616 1.339 3.783
H: 7.376 2.810 -0.500
H: -3.953 4.947 2.814
C: -1.973 5.404 7.101
H: 1.012 0.747 -8.141
H: 1.239 -5.975 -5.266
H: -2.431 2.827 -2.454
C: 2.097 0.586 -6.266
H: 6.250 -7.463 -0.808
C: 5.876 -1.764 -0.794
C: 1.045 -1.981 4.026
H: -4.575 -3.343 -3.894
H: -5.095 -2.407 1.461
H: 3.085 -4.511 -2.106
H: 2.535 1.691 0.229
H: -4.003 -2.414 0.082
H: 0.726 -1.952 6.137
H: 7.132 2.235 -2.159
H: -4.831 -0.994 0.332
C: -0.311 4.668 4.437
C: -1.183 7.655 6.721
H: 4.803 -5.909 1.242
H: -2.181 7.957 6.388
H: -1.083 7.733 7.809
C: 4.919 -2.942 -0.959
H: -0.566 8.315 6.188
H: -6.327 -0.003 -0.665
C: -6.125 -2.779 -0.311
C: 4.277 -5.875 0.314
H: 1.033 -1.677 -5.261
H: 3.344 -1.699 0.014
H: 1.378 3.453 4.768
H: -1.962 5.734 8.153
O: 0.267 -5.253 -1.501
C: 1.474 -0.026 -3.198
H: 1.147 -0.765 1.726
H: 5.634 -5.814 -2.833
H: 0.925 6.836 8.560
H: 2.832 -3.153 -0.628
H: -1.210 4.117 -2.581
H: -3.350 -1.722 -2.259
H: -0.497 6.801 4.404
H: 4.176 -0.082 -6.527
H: 5.612 4.561 -2.532
C: -1.373 -5.149 -4.824
N: 4.886 2.724 0.224
C: -3.285 4.605 1.992
H: -2.503 4.000 2.468
H: -2.943 5.612 6.725
H: -3.442 0.475 4.232
H: 6.831 -2.006 -1.190
C: 0.814 -6.302 -4.333
H: 6.946 -6.524 0.524
H: 0.932 -5.943 -1.550
H: -0.950 5.749 -0.201
C: -0.864 6.180 6.403
H: -1.005 4.116 0.562
H: -1.904 0.162 -0.551
H: 0.015 2.668 -4.747
H: 0.640 2.422 -3.127
H: 2.160 3.681 -4.575
H: 5.990 -1.590 0.262
H: 3.284 4.751 -1.860
H: 0.940 -0.019 -2.284
H: 1.440 0.305 5.909
C: -1.480 -0.518 4.838
H: -3.531 6.382 -1.078
C: -1.911 0.318 0.531
H: -3.103 -1.071 3.492
H: -1.325 -8.447 -3.234
H: 3.818 -3.173 0.828
C: -2.579 4.426 -0.934
H: 1.810 -1.106 -3.443
C: 3.725 4.878 0.286
N: 5.840 -4.103 -0.535
H: -0.419 0.056 6.599
H: -1.177 -0.311 1.014
C: 4.020 -4.536 -2.640
C: -5.523 -1.988 -2.669
H: -5.951 4.821 1.622
H: -0.958 -5.027 -5.819
C: 1.057 4.412 5.028
C: -4.596 2.524 1.677
N: -3.453 3.422 -0.179
H: 2.646 3.593 2.673
C: 6.747 2.280 -1.204
C: -4.188 3.854 1.001
H: -0.433 -1.880 -0.572
C: -0.941 0.279 -3.990
C: -1.331 0.269 6.134
H: 2.407 0.568 -3.036
H: 0.229 3.570 8.254
H: 1.646 1.330 4.514
H: -1.486 -2.593 0.778
C: -4.986 -2.090 0.435
C: 0.287 -2.388 5.226
C: -7.314 -1.831 -0.283
C: 6.527 -6.464 -0.503
H: 3.509 2.657 -2.325
H: -3.906 -3.572 -1.404
C: -4.216 -1.114 -2.439
C: 4.882 -5.692 -2.061
H: 7.187 -3.517 0.649
H: -0.270 4.611 3.355
C: -1.760 3.501 -1.881
H: 1.570 3.051 0.828
C: 4.665 -3.206 -2.430
H: 4.584 5.375 0.847
O: 0.493 -1.113 -5.792
O: -4.698 -4.000 -1.797
H: -2.543 -7.303 -0.483
H: -7.185 -4.667 -0.475
C: 5.337 2.910 -1.171
C: 3.340 -0.172 -5.781
H: -4.863 2.608 2.760
C: 0.923 -0.432 3.832
H: 2.777 5.259 0.527
C: -0.995 -2.771 -0.208
C: 2.230 2.083 -6.094
H: 4.414 1.133 -2.068
C: 0.513 -3.882 -3.974
H: -1.055 -6.532 -0.146
N: 0.537 5.971 6.919
H: 3.899 -6.871 0.201
H: 1.196 2.636 7.129
C: -1.619 4.956 0.194
O: 0.483 6.019 8.350
C: -3.347 5.492 -1.684

Number 1: M 1488.75 g/mol. Number 2: M 1322.14 g/mol.